Entry 1:
ORCA calculation (the ωB97M-V functional and the def2-TZVPD basis) on C3H2BrF3O in the gas phase in a non-equilibrium geometry.

Structure (XYZ):
```
10
Properties=species:S:1:pos:R:3:mulliken_charge:R:1
F 1.379 0.892 -1.433 -0.25
C 0.980 0.523 -0.217 0.74
F 1.599 1.311 0.658 -0.25
O 1.092 -0.819 0.035 -0.38
C -0.315 -1.081 0.150 -0.51
C -0.694 0.397 -0.027 0.48
F -1.404 0.699 -1.121 -0.25
Br -1.408 1.310 1.500 -0.12
H -0.559 -1.513 1.122 0.28
H -0.670 -1.718 -0.666 0.25
```

Values from the calculation:
**LUMO energy**: 0.7 eV
**SMILES**: FC1(F)OC[C@@]1(F)Br

=====

Entry 2:
ORCA calculation (the ωB97M-V functional and the def2-TZVPD basis) on 3 unconnected molecules or ions with the total composition C5H13NO in a non-equilibrium geometry.

Structure (XYZ):
```
20
Properties=species:S:1:pos:R:3:mulliken_charge:R:1
C -0.924 -1.295 1.925 -0.45
N -2.299 -0.754 1.927 -0.53
C 2.232 1.384 0.313 -0.47
C 0.342 0.608 -1.866 -1.05
C 1.664 0.027 -1.627 0.38
C 2.458 0.335 -0.518 -0.21
H -0.445 -1.059 2.870 0.35
H -0.337 -0.903 1.089 -0.03
H -0.970 -2.379 1.852 0.30
H -2.616 -0.683 0.936 0.32
H 3.078 1.709 0.905 0.28
H 1.287 1.910 0.335 0.30
H -0.221 -0.006 -2.562 0.35
H 0.398 1.624 -2.271 0.39
H -0.214 0.673 -0.928 0.24
H 2.133 -0.622 -2.365 0.40
H 3.433 -0.129 -0.443 0.38
H -2.212 0.238 2.157 0.27
H -2.776 -0.625 -1.231 0.32
O -2.317 -0.032 -0.608 -0.54
```

Values from the calculation:
**Spin multiplicity**: 2
**Expectation value of S²**: 0.759
**LUMO energy (alpha / beta)**: -7.2 / -7.2 eV
**Total charge**: +1

=====

Entry 3:
ORCA calculation (the ωB97M-V functional and the def2-TZVPD basis) on a molecular structure, C34H46Cl2N5P2SeSn in a non-equilibrium geometry.

Structure (XYZ):
```
91
Properties=species:S:1:pos:R:3:mulliken_charge:R:1
Sn 0.709 0.276 -0.963 0.54
C -4.143 -0.267 0.549 -1.44
C -3.073 -0.276 -0.546 2.65
C -3.689 -0.334 -1.951 -1.51
P -1.872 1.142 -0.438 0.87
C -2.585 2.645 -1.208 0.33
C -1.579 3.801 -1.133 -1.00
C -3.996 3.072 -0.782 -1.37
C -1.597 1.295 1.333 0.97
C -2.228 2.236 2.134 -1.14
C -2.272 2.073 3.514 -0.99
C -1.702 0.938 4.110 -1.11
C -0.981 0.051 3.353 -0.92
C -0.813 0.273 1.958 -0.43
N 0.066 -0.415 1.182 0.83
C 1.082 -1.245 1.701 0.28
C 1.775 -1.017 2.903 -0.56
C 2.828 -1.841 3.252 -1.05
C 3.234 -2.877 2.407 -1.01
C 2.582 -3.085 1.200 -1.00
C 1.488 -2.293 0.853 0.51
P 0.394 -2.485 -0.558 1.60
C -1.146 -3.258 0.109 0.56
C -2.072 -3.642 -1.053 -1.25
C -0.849 -4.424 1.054 -1.46
C 1.133 -3.480 -1.907 0.50
C 2.417 -2.798 -2.397 -1.08
C 1.331 -4.976 -1.624 -1.42
H -4.804 -1.122 0.382 0.55
H -3.726 -0.364 1.552 0.29
H -4.761 0.631 0.522 0.27
H -2.437 -1.150 -0.401 -1.96
H -4.351 0.515 -2.135 0.38
H -2.937 -0.363 -2.741 0.31
H -4.298 -1.237 -2.038 0.50
H -2.644 2.312 -2.247 0.60
H -1.333 4.061 -0.098 0.17
H -0.656 3.567 -1.662 0.10
H -2.015 4.685 -1.603 0.59
H -4.041 3.450 0.239 0.27
H -4.303 3.888 -1.439 0.53
H -4.734 2.278 -0.890 0.29
H -2.739 3.073 1.683 0.31
H -2.818 2.786 4.123 0.54
H -1.824 0.766 5.173 0.51
H -0.540 -0.822 3.814 0.74
H 1.528 -0.166 3.525 0.55
H 3.353 -1.671 4.184 0.46
H 4.058 -3.520 2.696 0.48
H 2.912 -3.881 0.547 0.22
H -1.610 -2.462 0.693 0.14
H -1.680 -4.493 -1.613 0.39
H -3.047 -3.937 -0.659 0.45
H -2.232 -2.816 -1.755 0.26
H -0.357 -5.255 0.552 0.27
H -0.240 -4.122 1.906 0.28
H -1.802 -4.794 1.441 0.50
H 0.386 -3.392 -2.700 0.31
H 3.191 -2.767 -1.624 0.16
H 2.820 -3.354 -3.248 0.61
H 2.230 -1.777 -2.731 0.01
H 2.016 -5.172 -0.800 0.23
H 0.393 -5.487 -1.422 0.38
H 1.757 -5.433 -2.520 0.50
N 5.142 0.016 -0.192 -0.05
C 5.131 0.262 -1.550 -0.91
C 3.822 0.309 -1.900 -0.64
N 3.046 0.099 -0.763 1.11
C 3.878 -0.079 0.249 -1.03
H 5.970 -0.074 0.377 0.26
H 6.032 0.370 -2.132 0.46
H 3.392 0.475 -2.879 0.50
H 3.602 -0.274 1.277 0.63
Se 2.202 3.439 -1.782 0.31
N 1.482 2.518 -0.407 -0.06
C 1.348 3.381 0.596 0.32
C 0.881 3.090 1.916 -0.45
C 0.786 4.107 2.808 -0.42
C 1.144 5.465 2.484 -0.84
C 1.636 5.786 1.271 -0.79
C 1.764 4.745 0.291 0.75
N 2.244 4.949 -0.920 -0.67
H 0.648 2.070 2.201 0.70
H 0.448 3.892 3.816 0.52
H 1.032 6.232 3.240 0.44
H 1.943 6.792 1.014 0.51
Cl -0.632 -1.300 -4.254 -0.02
C -0.180 0.192 -5.100 -0.62
Cl 0.619 1.400 -4.034 0.02
H -1.062 0.658 -5.508 0.42
H 0.525 -0.060 -5.876 0.47
```

Values from the calculation:
**LUMO energy (alpha / beta)**: -10.7 / -10.4 eV
**Total charge**: +3

=====

Entry 4:
ORCA calculation (the ωB97M-V functional and the def2-TZVPD basis) on a molecular structure, C33H41Cl5FIrN3OP2Si.

Structure (XYZ):
```
88
Properties=species:S:1:pos:R:3:mulliken_charge:R:1
Ir -0.079 0.276 1.147 2.59
C -0.756 3.602 0.955 0.24
Si 0.369 3.265 2.386 -0.02
C 1.439 4.747 2.642 -1.38
C -0.563 2.864 3.922 -0.90
N 1.225 1.706 2.003 -0.61
C 2.526 1.425 2.304 0.63
C 3.541 2.418 2.313 -0.24
C 4.854 2.107 2.575 -1.17
C 5.222 0.794 2.870 -0.44
C 4.267 -0.213 2.883 -0.94
C 2.965 0.109 2.593 0.25
F 2.051 -0.869 2.631 0.09
H -1.625 4.180 1.280 0.63
H -1.134 2.679 0.512 -1.16
H -0.249 4.162 0.166 0.41
H 0.760 5.577 2.862 0.42
H 2.012 5.020 1.752 0.40
H 2.119 4.651 3.489 0.39
H -1.121 3.749 4.242 0.38
H 0.102 2.572 4.738 0.32
H -1.275 2.053 3.754 0.18
H 3.275 3.431 2.055 0.43
H 5.603 2.886 2.550 0.45
H 6.254 0.555 3.092 0.44
H 4.514 -1.239 3.120 0.50
C 2.579 -1.165 -0.806 -1.44
P 1.177 -0.028 -0.951 0.56
C -0.022 -1.001 -1.964 -0.11
N 0.468 -1.649 -2.986 -0.01
C -0.369 -2.471 -3.679 0.31
C 0.128 -3.193 -4.790 -0.62
C -0.701 -4.039 -5.463 -0.60
C -2.053 -4.203 -5.060 -0.59
C -2.551 -3.517 -3.994 -0.67
C -1.707 -2.630 -3.284 0.28
N -2.203 -1.948 -2.216 0.04
C -1.398 -1.145 -1.576 -0.42
P -2.118 -0.310 -0.086 1.07
C -3.062 -1.643 0.686 -1.58
C -3.443 0.849 -0.686 1.71
C -2.877 1.837 -1.700 -1.56
C -3.978 1.609 0.536 -1.60
C -4.592 0.057 -1.319 -1.69
C 1.814 1.344 -2.024 1.79
C 2.628 0.820 -3.211 -1.77
C 2.705 2.222 -1.137 -1.80
C 0.642 2.180 -2.524 -1.59
H 2.823 -1.578 -1.785 0.47
H 2.300 -1.973 -0.132 0.10
H 3.440 -0.631 -0.402 0.41
H 1.163 -3.055 -5.075 0.48
H -0.331 -4.597 -6.312 0.42
H -2.690 -4.885 -5.608 0.42
H -3.576 -3.627 -3.668 0.48
H -3.799 -1.218 1.366 0.34
H -2.408 -2.305 1.245 0.26
H -3.561 -2.204 -0.104 0.50
H -2.104 2.465 -1.263 0.23
H -3.684 2.493 -2.035 0.64
H -2.469 1.337 -2.581 0.25
H -3.234 2.270 0.971 0.08
H -4.335 0.935 1.318 0.31
H -4.829 2.222 0.226 0.54
H -4.251 -0.632 -2.091 0.29
H -5.276 0.774 -1.780 0.54
H -5.156 -0.506 -0.577 0.35
H 3.582 0.399 -2.891 0.37
H 2.847 1.657 -3.881 0.51
H 2.092 0.060 -3.778 0.27
H 3.557 1.673 -0.731 0.32
H 2.142 2.649 -0.305 0.09
H 3.099 3.049 -1.735 0.63
H -0.002 1.616 -3.202 0.29
H 1.024 3.047 -3.069 0.62
H 0.039 2.547 -1.695 0.05
Cl -0.635 -6.194 4.776 -0.17
C -0.457 -4.902 3.658 0.34
C -0.810 -3.608 4.016 0.23
Cl -1.442 -3.272 5.577 -0.19
C -0.653 -2.576 3.097 1.23
Cl -1.120 -0.950 3.505 -0.16
C -0.139 -2.779 1.816 -1.98
O 0.031 -1.828 0.917 -0.20
C 0.189 -4.100 1.470 0.24
Cl 0.769 -4.376 -0.134 -0.15
C 0.038 -5.142 2.372 0.11
Cl 0.459 -6.738 1.904 -0.17
```

Values from the calculation:
**Spin multiplicity**: 5
**Expectation value of S²**: 6.040
**LUMO energy (alpha / beta)**: -3.0 / -4.9 eV
**Total charge**: +1

=====

Entry 5:
ORCA calculation (the ωB97M-V functional and the def2-TZVPD basis) on C24H36N2O2 in the gas phase.

Structure (XYZ):
```
64
Properties=species:S:1:pos:R:3:mulliken_charge:R:1
O -4.034 -2.346 0.433 -0.68
C -2.994 -1.709 0.413 0.13
C -1.773 -2.277 -0.246 -0.05
C -1.804 -2.559 -1.606 -0.32
C -0.714 -3.155 -2.215 -1.01
C 0.413 -3.468 -1.478 -0.22
C 0.447 -3.206 -0.111 -0.15
O 1.555 -3.571 0.625 -0.55
C 2.548 -2.568 0.840 -0.10
C 2.059 -1.434 1.743 0.32
C 3.163 -0.384 1.927 -1.34
N 3.645 0.173 0.676 0.01
C 2.698 1.068 0.023 1.90
C 3.235 1.667 -1.281 -1.35
C 2.368 2.905 -1.474 -0.58
C 2.267 3.500 -0.068 -0.76
C 2.414 2.309 0.895 -1.07
C 4.145 -0.905 -0.155 -1.39
C 3.098 -1.985 -0.464 -0.21
C -0.659 -2.631 0.505 0.54
N -2.878 -0.483 0.978 0.32
C -1.703 0.352 0.874 -1.66
C -1.369 0.777 -0.565 0.07
C -2.586 0.995 -1.462 -0.84
C -3.554 2.095 -1.012 -0.99
C -4.745 1.624 -0.170 -0.61
C -4.465 1.442 1.324 -0.78
C -4.009 0.038 1.722 -0.88
H -2.686 -2.319 -2.180 0.49
H -0.742 -3.377 -3.272 0.42
H 1.267 -3.935 -1.944 0.51
H 3.346 -3.118 1.355 0.25
H 1.190 -0.960 1.283 -0.47
H 1.760 -1.835 2.713 0.53
H 2.800 0.422 2.564 0.55
H 4.021 -0.847 2.425 0.42
H 1.741 0.568 -0.204 -0.74
H 3.160 0.984 -2.125 0.35
H 4.278 1.953 -1.140 0.46
H 2.792 3.605 -2.192 0.41
H 1.380 2.607 -1.832 0.20
H 1.326 4.030 0.080 0.30
H 3.076 4.213 0.092 0.37
H 3.257 2.465 1.567 0.48
H 1.516 2.171 1.497 0.19
H 4.537 -0.492 -1.084 0.51
H 4.980 -1.363 0.385 0.45
H 2.279 -1.546 -1.040 0.15
H 3.548 -2.777 -1.063 0.42
H -0.656 -2.492 1.577 0.67
H -1.889 1.237 1.481 0.48
H -0.834 -0.156 1.306 0.50
H -0.748 0.008 -1.033 -0.05
H -0.779 1.695 -0.518 0.84
H -2.205 1.248 -2.454 0.62
H -3.134 0.057 -1.561 0.02
H -3.007 2.872 -0.472 0.33
H -3.963 2.562 -1.911 0.40
H -5.135 0.691 -0.580 0.30
H -5.531 2.376 -0.271 0.38
H -3.742 2.194 1.650 0.36
H -5.385 1.629 1.883 0.42
H -4.824 -0.671 1.559 0.51
H -3.760 0.037 2.792 0.23
```

Values from the calculation:
**LUMO energy**: 0.7 eV
**SMILES**: O=C(c1cccc(OC2CCN(C3CCCC3)CC2)c1)N1CCCCCCC1

=====

Entry 6:
ORCA calculation (the ωB97M-V functional and the def2-TZVPD basis) on 5 unconnected molecules or ions with the total composition C2H13NO4 in a non-equilibrium geometry.

Structure (XYZ):
```
20
Properties=species:S:1:pos:R:3:mulliken_charge:R:1
C 1.094 -0.248 -2.715 -0.25
N 1.722 -0.399 -1.559 -0.30
C 2.810 0.625 -0.996 -0.74
H 0.282 -1.014 -2.968 0.21
H 1.325 0.490 -3.576 0.25
H 3.595 -0.043 -0.716 0.29
H 3.217 1.273 -1.796 0.32
H 2.504 1.288 -0.085 0.22
O -0.747 1.292 0.660 -0.67
H -1.487 1.192 0.062 0.28
H -0.642 0.537 1.314 0.38
O -0.580 -0.762 2.880 -0.72
H -0.417 -1.473 2.194 0.39
H -0.265 -1.358 3.679 0.32
O -3.500 1.723 0.086 -0.65
H -4.214 2.356 0.405 0.32
H -2.645 1.869 0.579 0.38
O 0.200 -2.284 0.629 -0.72
H 0.568 -1.504 0.053 0.38
H -0.291 -2.831 -0.014 0.31
```

Values from the calculation:
**LUMO energy**: 0.7 eV
**SMILES**: C=NC.O.O.O.O

=====

Entry 7:
ORCA calculation (the ωB97M-V functional and the def2-TZVPD basis) on a molecular structure, C19H31As2CrGe in a non-equilibrium geometry.

Structure (XYZ):
```
54
Properties=species:S:1:pos:R:3:mulliken_charge:R:1
Cr 0.298 0.055 1.010 -0.40
C 0.251 1.264 2.889 -0.56
C 0.826 -0.012 3.104 -0.90
C -0.160 -0.997 2.850 -0.40
C -1.355 -0.305 2.498 -0.40
C -1.092 1.066 2.510 -0.61
H 0.752 2.216 2.966 0.50
H 1.853 -0.198 3.375 0.53
H -0.026 -2.064 2.909 0.43
H -2.298 -0.750 2.225 0.57
H -1.788 1.843 2.229 0.58
C -0.844 3.282 -0.914 -1.37
As -0.762 1.335 -0.789 1.22
C -0.111 0.930 -2.589 -0.91
C -2.577 0.689 -0.933 0.56
C -3.722 1.451 -1.110 -0.60
C -4.960 0.827 -1.181 -0.53
C -5.050 -0.554 -1.096 -0.75
C -3.905 -1.321 -0.928 -0.57
C -2.663 -0.714 -0.834 -0.38
As -0.967 -1.687 -0.553 0.70
C -0.805 -2.558 -2.327 -1.26
C -1.594 -3.300 0.383 -1.50
H -1.350 3.628 -1.816 0.40
H 0.184 3.642 -0.915 0.39
H -1.348 3.682 -0.034 0.37
H -0.752 1.344 -3.368 0.33
H -0.034 -0.149 -2.711 0.06
H 0.892 1.349 -2.665 0.40
H -3.657 2.532 -1.187 0.41
H -5.858 1.419 -1.304 0.40
H -6.016 -1.037 -1.158 0.39
H -3.997 -2.401 -0.862 0.31
H -1.728 -3.086 -2.565 0.40
H 0.023 -3.266 -2.308 0.41
H -0.613 -1.821 -3.106 0.49
H -2.326 -3.848 -0.211 0.47
H -2.028 -3.059 1.353 0.38
H -0.728 -3.942 0.543 0.41
C 3.674 2.032 1.270 -1.05
Ge 3.636 0.241 0.437 0.41
C 4.701 0.324 -1.240 -1.28
C 4.540 -1.038 1.660 -1.17
C 1.827 -0.330 0.066 -0.28
H 4.664 2.246 1.677 0.41
H 2.946 2.102 2.078 0.19
H 3.433 2.799 0.532 0.30
H 5.734 0.631 -1.068 0.38
H 4.251 1.034 -1.936 0.34
H 4.715 -0.656 -1.721 0.38
H 5.475 -0.632 2.049 0.39
H 4.767 -1.965 1.130 0.36
H 3.898 -1.290 2.502 0.31
H 1.777 -0.983 -0.815 0.35
```

Values from the calculation:
**Spin multiplicity**: 2
**Expectation value of S²**: 1.004
**LUMO energy (alpha / beta)**: 0.6 / 0.6 eV

=====

Entry 8:
ORCA calculation (the ωB97M-V functional and the def2-TZVPD basis) on 2 unconnected molecules or ions with the total composition C9H8NO3S in a non-equilibrium geometry.

Structure (XYZ):
```
22
Properties=species:S:1:pos:R:3:mulliken_charge:R:1
C -1.260 1.614 -0.941 -0.82
C -0.898 2.567 0.020 -0.23
C -0.411 0.532 -1.139 -0.28
C 0.299 2.444 0.789 -0.38
C 0.695 0.330 -0.363 0.00
C 1.046 1.314 0.619 0.42
C 2.373 -0.956 0.960 -0.39
C 1.503 -0.932 -0.263 0.35
C 0.031 -2.607 0.660 -0.55
N 4.248 -0.169 -0.552 0.26
O 5.203 0.426 -0.094 -0.57
O 3.798 0.138 -1.670 -0.53
O 0.695 -2.122 -0.465 -0.46
S 2.358 0.599 1.631 -0.01
H -2.075 1.687 -1.515 0.55
H -1.562 3.423 0.185 0.31
H -0.552 -0.036 -2.081 0.31
H 0.628 3.135 1.733 0.14
H 2.296 -1.124 -1.120 0.18
H 0.538 -3.607 1.001 0.18
H -1.051 -2.932 0.469 0.20
H 0.091 -1.805 1.382 0.32
```

Values from the calculation:
**LUMO energy (alpha / beta)**: 3.2 / 3.2 eV
**Total charge**: -1